Here is a 2-piece molecular cluster, C2H5FO overall from OMol25. Energies are from the ωB97M-V functional and the def2-TZVPD basis.

Atoms and positions in Å:
C -0.106 -0.471 0.591
C 0.291 0.599 -0.381
O -0.689 0.951 -1.235
F 0.846 1.682 0.220
H -1.082 -0.213 1.011
H -0.180 -1.429 0.087
H 0.627 -0.530 1.391
H 1.547 0.050 -1.292
H -0.424 1.718 -1.759

Output
Charge: 0
Energy relative to the best compared isomer or geometry (same formula, charge and spin): 1.367 eV
Electronic energy: -6918.2428 eV
Orbital gap: 10.646 eV
LUMO level: 0.925 eV

Löwdin population analysis, charges in e, atoms 1 to 6: C -0.04; C -0.56; O 0.03; F 0.01; H 0.09; H 0.08